{"formula": "C2H3NO2S2", "method": "ωB97M-V/def2-TZVPD", "symbols": ["C", "C", "N", "O", "O", "S", "S", "H", "H", "H"], "coordinates": [[-1.2152, 0.9855, 0.8510], [0.1648, -0.3965, -0.4489], [-0.1166, 1.6121, 0.8530], [1.4842, 1.4443, -1.1025], [0.3961, -1.8596, 0.0727], [-1.3944, -0.6110, 0.3086], [1.2689, 0.8765, 0.2624], [-2.0850, 1.6116, 1.2014], [1.3631, -2.9174, -0.6498], [0.1341, -0.7454, -1.3479]], "total_energy_ha": -1079.346237, "relative_energy_kcal_mol": 172.3, "charge": 0, "homo_lumo_gap_ha": 0.2938}

***

{"formula": "C17H28F10InLu", "method": "ωB97M-V/def2-TZVPD", "symbols": ["C", "C", "C", "C", "C", "C", "C", "In", "C", "C", "F", "C", "C", "C", "C", "C", "F", "F", "C", "F", "F", "C", "F", "F", "C", "F", "F", "F", "H", "H", "H", "H", "H", "H", "H", "H", "H", "H", "H", "H", "H", "H", "H", "H", "H", "H", "H", "H", "H", "H", "H", "H", "H", "H", "H", "H", "Lu"], "coordinates": [[4.3889, 1.9047, 0.4020], [4.8149, 0.4754, 0.7855], [3.9684, -0.5487, 0.0028], [3.6156, -1.8084, 0.8053], [2.1965, -2.3234, 0.5974], [1.6683, -2.2568, -0.8333], [0.1650, -2.4324, -0.8259], [-0.9735, -0.5459, -0.4894], [-0.7480, 0.1850, 1.6351], [0.6646, 0.6593, 1.8646], [0.6768, 2.0205, 1.9664], [-3.2612, -0.9162, -0.7836], [-3.8576, -1.7452, 0.3035], [-4.1053, -0.8980, 1.5676], [-3.0545, -2.9887, 0.6768], [-0.2082, 0.7749, -2.1761], [1.0452, 1.1393, -1.9470], [-0.1910, -0.0337, -3.2522], [-1.0406, 1.9952, -2.6229], [-0.5857, 2.4506, -3.7675], [-2.3005, 1.5595, -2.8329], [-1.0958, 3.1952, -1.6142], [-0.8431, 4.3240, -2.2831], [-0.1960, 3.0787, -0.6274], [-2.4812, 3.4336, -0.9689], [-2.2677, 4.5583, -0.0121], [-2.9168, 2.4456, -0.2389], [-3.3760, 3.8678, -1.8035], [5.2420, 2.5675, 0.4413], [3.6231, 2.2897, 1.0594], [4.0631, 1.8968, -0.6289], [4.6646, 0.3290, 1.8442], [5.8445, 0.3499, 0.4928], [3.0506, -0.0391, -0.2732], [4.4949, -0.8345, -0.8959], [4.3072, -2.6128, 0.6042], [3.7275, -1.5737, 1.8557], [1.4831, -1.8068, 1.2351], [2.1327, -3.3616, 0.8933], [2.1241, -3.0457, -1.4285], [1.8916, -1.3202, -1.3345], [-0.0876, -3.1243, -0.0300], [-0.1951, -2.7984, -1.7866], [-0.9760, -0.6449, 2.2804], [-1.4455, 0.9717, 1.8909], [0.9742, 0.2546, 2.8284], [1.3951, 0.3163, 1.1394], [-3.8079, 0.0042, -0.9078], [-3.2318, -1.4536, -1.7354], [-4.8368, -2.0279, -0.0900], [-3.2988, -1.0758, 2.2636], [-5.0076, -1.2450, 2.0506], [-4.1935, 0.1524, 1.3462], [-2.8240, -3.5659, -0.2091], [-2.1325, -2.7001, 1.1656], [-3.6330, -3.5744, 1.3696], [-3.0494, 6.1025, 1.0313]], "total_energy_ha": -3087.941658, "charge": 2, "homo_lumo_gap_ha": 0.1067}

***

{"formula": "C2HN3O2S", "method": "ωB97M-V/def2-TZVPD", "symbols": ["O", "N", "S", "C", "N", "C", "O", "N", "H"], "coordinates": [[-2.1718, 1.6049, -0.0009], [-1.7582, 0.2354, 0.0015], [-2.9584, -1.0019, -0.0001], [-0.2801, -0.0789, -0.0033], [0.6958, 0.9068, 0.0066], [1.8049, 0.2122, -0.0034], [1.6138, -1.1270, -0.0013], [0.2362, -1.3236, 0.0050], [2.8177, 0.5720, -0.0040]], "total_energy_ha": -789.552544, "relative_energy_kcal_mol": 112.6, "charge": 0, "homo_lumo_gap_ha": 0.2684}

***

{"formula": "H28NO17", "method": "ωB97M-V/def2-TZVPD", "symbols": ["N", "O", "O", "O", "O", "H", "H", "O", "H", "H", "O", "H", "H", "O", "H", "H", "O", "H", "H", "O", "H", "H", "O", "H", "H", "O", "H", "H", "O", "H", "H", "O", "H", "H", "O", "H", "H", "O", "H", "H", "O", "H", "H", "O", "H", "H"], "coordinates": [[0.0780, 0.0936, -0.0111], [0.9377, -0.3098, -0.9018], [-1.0540, -0.2909, -0.2595], [0.2010, 1.2317, 0.3851], [1.6623, 2.8758, -1.6309], [1.9979, 2.3616, -2.3876], [1.7476, 2.1462, -0.9924], [0.4447, 0.0640, 2.9587], [0.4278, -0.1205, 3.8914], [-0.0298, 0.8863, 2.8208], [2.6469, -2.0491, -2.4815], [1.8680, -2.5149, -2.7372], [2.7023, -2.1014, -1.5449], [-0.1872, 0.3618, -3.2788], [0.1956, 0.0151, -2.4310], [0.5516, 0.4530, -3.8333], [-2.9728, 0.9483, -2.2807], [-2.7884, 0.3361, -2.9918], [-3.4160, 0.4921, -1.5711], [3.5952, 0.5061, -0.9086], [4.2882, 0.0474, -0.5581], [2.8549, -0.1115, -0.7508], [-1.2252, 2.2005, 3.0047], [-1.8506, 1.7760, 3.6552], [-1.6883, 2.1660, 2.1615], [-0.0107, -2.5982, 2.3847], [0.2354, -3.0035, 1.5709], [0.2232, -1.6723, 2.4044], [-2.7067, 1.9460, 0.7080], [-2.9385, 2.6012, 0.0632], [-2.0260, 1.3813, 0.3368], [1.2377, 3.1608, 1.7639], [2.0063, 2.6607, 1.7293], [0.6038, 2.8255, 1.1250], [-2.3669, -2.0389, -1.7945], [-1.6412, -2.4832, -2.2880], [-1.9112, -1.3198, -1.4234], [2.9622, -0.4009, 2.0515], [2.0986, -0.0867, 2.2677], [3.1196, -1.0387, 2.7162], [0.4316, -3.2935, -0.1250], [0.3257, -4.0987, -0.5798], [0.1431, -2.4938, -0.6028], [-3.9466, -0.5736, -0.1300], [-3.2488, -1.1202, 0.1785], [-3.5776, 0.1832, 0.3170]], "total_energy_ha": -1350.566837, "relative_energy_kcal_mol": 48.6, "charge": -1, "homo_lumo_gap_ha": 0.3606}

***

{"formula": "C2H3N2O2", "method": "ωB97M-V/def2-TZVPD", "symbols": ["C", "C", "N", "N", "O", "O", "H", "H", "H"], "coordinates": [[-0.8590, -0.3083, -0.0162], [2.2384, 0.1980, -0.1553], [-1.0261, -1.4425, -0.0061], [-1.2040, 0.9223, 0.0242], [3.3252, 0.3945, 0.1221], [1.0848, 0.0640, -0.1715], [-0.9168, -2.4168, -0.3442], [-2.1728, 1.2483, 0.0020], [-0.4697, 1.3405, 0.5452]], "total_energy_ha": -337.703984, "relative_energy_kcal_mol": 21.5, "charge": 1, "homo_lumo_gap_ha": 0.4636}

***

{"formula": "C45H41ClF7NO28S2", "method": "ωB97M-V/def2-TZVPD", "symbols": ["C", "C", "O", "O", "C", "N", "C", "C", "C", "F", "C", "O", "C", "C", "C", "O", "C", "C", "C", "Cl", "S", "O", "O", "F", "S", "O", "O", "C", "F", "F", "C", "F", "F", "F", "H", "H", "H", "H", "H", "H", "H", "H", "H", "H", "H", "H", "H", "H", "H", "H", "H", "H", "H", "H", "H", "O", "C", "C", "C", "O", "C", "O", "C", "C", "O", "H", "H", "H", "H", "O", "C", "C", "C", "O", "C", "O", "C", "C", "O", "H", "H", "H", "H", "O", "C", "C", "C", "O", "C", "O", "C", "C", "O", "H", "H", "H", "H", "O", "C", "C", "C", "O", "C", "O", "C", "C", "O", "H", "H", "H", "H", "O", "C", "C", "C", "O", "C", "O", "C", "C", "O", "H", "H", "H", "H"], "coordinates": [[3.0555, 2.6125, 5.2305], [2.7612, 1.3281, 4.5170], [2.3438, 0.3625, 5.0712], [3.0131, 1.2978, 3.1707], [1.9449, 1.8204, 2.3887], [1.1737, 0.6725, 1.9074], [-0.1634, 1.0516, 1.4436], [-0.0961, 2.3206, 0.5674], [-1.1638, 2.5934, -0.4907], [-0.5495, 3.4018, -1.4688], [-0.9285, -0.1500, 0.8891], [-2.2711, 0.0648, 0.7073], [-3.0951, 0.4394, 1.8407], [-4.1623, -0.6529, 2.0235], [-4.2364, -1.2514, 3.3917], [-4.9215, -2.2113, 3.6499], [-3.7164, 1.8032, 1.5703], [-4.6437, 2.2120, 2.7258], [-6.1361, 2.2255, 2.3706], [-4.1776, 3.8804, 3.2746], [-0.8086, -1.5901, 2.1015], [-0.8696, -1.0245, 3.4130], [-1.7171, -2.6020, 1.7061], [0.6286, -2.1305, 1.9477], [-0.3825, -0.8996, -0.7708], [-1.4221, -0.5591, -1.6944], [-0.1168, -2.2994, -0.6233], [1.1670, -0.2147, -1.5757], [0.9801, 1.0360, -1.9914], [1.2141, -0.9887, -2.6665], [2.5627, -0.3282, -0.8584], [2.5788, -1.2416, 0.0790], [2.9378, 0.8533, -0.3966], [3.4561, -0.6738, -1.7838], [2.1450, 3.2029, 5.3049], [3.3847, 2.3456, 6.2310], [3.8533, 3.1648, 4.7434], [2.3975, 2.3694, 1.5720], [1.3263, 2.4826, 3.0099], [1.0788, 0.1078, 2.7491], [-0.7199, 1.3342, 2.3478], [0.8545, 2.4298, 0.0531], [-0.1533, 3.1559, 1.2531], [-1.9849, 3.1961, -0.1150], [-1.5356, 1.7178, -1.0131], [-2.5707, 0.5552, 2.7885], [-3.9685, -1.4333, 1.2886], [-5.1766, -0.3158, 1.7933], [-3.6729, -0.7584, 4.2035], [-2.8932, 2.5118, 1.5990], [-4.2172, 1.8346, 0.6062], [-4.4726, 1.5807, 3.5942], [-6.7234, 1.6275, 3.0631], [-6.5202, 3.2375, 2.3076], [-6.2730, 1.7679, 1.3907], [-11.3844, -3.5977, 0.3556], [-10.3433, -3.0730, 0.7057], [-9.3716, -3.6802, 1.5878], [-8.2608, -3.0014, 1.9206], [-7.3299, -3.4941, 2.7168], [-8.0029, -1.6088, 1.3959], [-6.9753, -1.0721, 1.7736], [-8.9586, -1.0056, 0.4969], [-10.0640, -1.6898, 0.1652], [-10.9951, -1.2243, -0.6482], [-9.5737, -4.6760, 1.9552], [-6.6052, -2.8367, 2.8264], [-8.7515, -0.0149, 0.1175], [-11.6775, -1.9230, -0.7069], [7.9308, -3.0279, -5.3615], [7.9968, -2.2149, -4.4567], [9.1265, -1.3388, -4.2269], [9.0960, -0.4852, -3.1950], [10.0811, 0.3546, -2.9095], [7.9183, -0.4046, -2.2564], [7.9904, 0.3934, -1.3396], [6.7796, -1.2670, -2.5002], [6.8089, -2.1193, -3.5335], [5.8131, -2.9400, -3.8346], [9.9644, -1.4021, -4.9061], [9.7941, 0.8474, -2.1163], [5.9337, -1.1913, -1.8326], [6.1030, -3.4417, -4.6215], [-0.7813, 5.1322, 1.8070], [-0.4481, 6.3046, 1.8712], [0.4802, 6.9342, 0.9614], [0.7917, 8.2281, 1.1358], [1.6288, 8.8882, 0.3558], [0.2026, 9.0496, 2.2582], [0.5609, 10.2081, 2.3433], [-0.7468, 8.4181, 3.1544], [-1.0602, 7.1274, 2.9764], [-1.9198, 6.4727, 3.7431], [0.8962, 6.3362, 0.1624], [1.6725, 9.7992, 0.7082], [-1.1763, 9.0180, 3.9439], [-1.9719, 5.5598, 3.3965], [-1.2223, -9.1954, 2.3363], [-0.6852, -8.1702, 1.9545], [-1.3532, -7.1210, 1.2178], [-0.6594, -6.0375, 0.8316], [-1.1934, -5.0357, 0.1602], [0.8109, -5.8789, 1.1435], [1.3633, -4.8729, 0.7418], [1.4741, -6.9237, 1.9016], [0.7764, -8.0004, 2.2860], [1.2966, -9.0024, 2.9810], [-2.4042, -7.2448, 0.9995], [-0.4835, -4.3782, 0.0071], [2.5218, -6.7949, 2.1335], [0.5685, -9.6409, 3.1145], [7.0719, 0.4390, -6.3822], [6.1309, 0.0101, -7.0277], [6.0957, -1.3001, -7.6414], [5.0123, -1.6732, -8.3375], [4.8896, -2.8531, -8.9250], [3.8220, -0.7622, -8.5122], [2.8935, -1.1815, -9.1770], [3.8504, 0.5435, -7.8808], [4.9313, 0.9113, -7.1794], [5.0443, 2.0811, -6.5666], [6.9550, -1.9435, -7.5090], [4.0126, -2.8521, -9.3563], [2.9867, 1.1824, -7.9974], [5.9248, 2.0807, -6.1429]], "total_energy_ha": -5856.371677, "charge": 0, "homo_lumo_gap_ha": 0.2724}